Record 1
The following is a DFT calculation (ωB97M-V with the def2-TZVPD basis set) of a molecular structure, C44H44InN8OP2Se2.

Each line ends with the Mulliken charge.
CARTESIAN COORDINATES (ANGSTROEM)
In1 -0.189 -0.022 -1.252  1.78
N1 0.637 -0.345 2.030  0.29
P1 1.356 -1.312 0.836  0.41
C1 3.123 -1.204 1.248  0.58
C2 3.629 -0.147 1.997  -0.60
C3 4.984 -0.092 2.295  -0.68
C4 5.838 -1.087 1.849  -0.71
C5 5.337 -2.142 1.094  -0.64
C6 3.987 -2.200 0.794  -0.39
C7 0.939 -3.007 1.302  0.42
C8 1.174 -3.467 2.598  -0.70
C9 0.765 -4.737 2.968  -0.79
C10 0.144 -5.563 2.041  -0.60
C11 -0.058 -5.128 0.741  -0.42
C12 0.335 -3.849 0.372  -0.14
P2 -0.149 1.099 1.612  0.05
C13 0.667 2.347 2.661  0.58
C14 1.483 3.324 2.101  -0.22
C15 2.156 4.222 2.922  -0.79
C16 2.025 4.141 4.298  -0.55
C17 1.211 3.167 4.864  -0.78
C18 0.529 2.280 4.049  -0.68
C19 -1.767 0.998 2.432  0.13
C20 -2.263 -0.159 3.016  -0.60
C21 -3.543 -0.181 3.559  -0.70
C22 -4.331 0.958 3.519  -0.75
C23 -3.837 2.125 2.947  -0.73
C24 -2.562 2.146 2.410  -0.37
H1 0.602 -0.699 2.981  0.58
H2 2.967 0.631 2.356  0.25
H3 5.368 0.728 2.888  0.48
H4 6.891 -1.049 2.093  0.42
H5 6.000 -2.926 0.752  0.48
H6 3.602 -3.043 0.230  0.51
H7 1.683 -2.836 3.319  0.41
H8 0.929 -5.084 3.979  0.43
H9 -0.186 -6.549 2.337  0.38
H10 -0.534 -5.776 0.018  0.46
H11 0.163 -3.498 -0.639  0.15
H12 1.598 3.379 1.028  0.50
H13 2.782 4.985 2.479  0.48
H14 2.552 4.840 4.934  0.41
H15 1.100 3.107 5.938  0.44
H16 -0.126 1.542 4.498  0.41
H17 -1.663 -1.060 3.055  0.47
H18 -3.912 -1.093 4.009  0.54
H19 -5.327 0.941 3.941  0.42
H20 -4.444 3.021 2.932  0.51
H21 -2.177 3.068 1.986  0.54
Se1 2.299 -2.438 -3.089  0.08
Se2 1.339 -0.973 -4.648  0.07
C25 -0.502 -1.410 -4.328  0.03
C26 -1.232 -1.812 -5.439  -0.83
C27 -2.517 -2.296 -5.264  -0.57
C28 -3.003 -2.411 -3.973  -1.01
C29 -2.221 -1.957 -2.928  -0.40
N2 -1.008 -1.412 -3.089  0.69
C30 3.634 -1.215 -2.428  -0.12
C31 4.959 -1.614 -2.509  -0.82
C32 5.915 -0.787 -1.939  -0.41
C33 5.507 0.390 -1.337  -0.94
C34 4.156 0.706 -1.341  -0.29
N3 3.229 -0.083 -1.877  0.68
H22 -0.771 -1.792 -6.416  0.48
H23 -3.103 -2.619 -6.114  0.46
H24 -3.973 -2.839 -3.763  0.56
H25 -2.586 -2.014 -1.915  0.35
H26 5.229 -2.540 -2.997  0.49
H27 6.961 -1.063 -1.965  0.45
H28 6.216 1.063 -0.876  0.50
H29 3.796 1.624 -0.891  0.49
C35 -1.981 2.697 -1.291  0.22
C36 -3.252 3.569 -1.246  -1.03
N4 -4.333 2.914 -1.975  -0.12
C37 -4.717 1.714 -1.237  -1.09
C38 -3.474 0.848 -0.935  0.78
N5 -2.317 1.320 -1.741  1.11
C39 -2.760 1.415 -3.151  -0.36
C40 -3.838 2.518 -3.290  -0.95
H30 -1.487 2.643 -0.319  -0.90
H31 -1.259 3.105 -2.000  0.67
H32 -3.062 4.550 -1.684  0.39
H33 -3.583 3.725 -0.217  0.35
H34 -5.444 1.163 -1.835  0.27
H35 -5.211 2.008 -0.310  0.42
H36 -3.659 -0.197 -1.177  0.27
H37 -3.190 0.895 0.116  -0.88
H38 -3.154 0.441 -3.443  0.29
H39 -1.893 1.622 -3.782  0.08
H40 -4.672 2.163 -3.895  0.41
H41 -3.432 3.405 -3.780  0.25
N6 -1.499 -1.277 -0.133  -0.51
C41 -2.225 -1.978 0.466  1.10
N7 -3.088 -2.729 0.990  -0.86
C42 -2.901 -3.309 2.166  0.44
N8 -2.794 -3.826 3.193  -0.63
C43 1.191 2.216 -3.251  -1.22
C44 0.989 1.761 -1.824  0.48
O1 1.475 2.385 -0.919  -0.24
H42 1.526 3.253 -3.245  0.46
H43 0.278 2.105 -3.837  0.10
H44 1.950 1.581 -3.707  0.13

Summary:
Total charge   +1
Maximum force   0.509 eV Å⁻¹
E_LUMO   -0.1188 Ha
Spin multiplicity   1
Gap between HOMO and LUMO   7.3508 eV

Record 2
The following is a DFT calculation (ωB97M-V with the def2-TZVPD basis set) of a molecular structure, C44H45AsF7N3OPdS.

Each line ends with the Mulliken charge.
CARTESIAN COORDINATES (ANGSTROEM)
Pd1 -0.637 0.068 -0.540  -0.42
C1 2.821 1.983 2.792  -1.57
C2 1.798 2.827 2.036  1.41
C3 1.540 4.130 2.800  -1.68
C4 2.228 3.091 0.605  1.02
C5 3.534 3.501 0.360  -0.53
C6 3.983 3.748 -0.927  -1.31
C7 3.096 3.589 -1.977  -0.80
C8 1.779 3.182 -1.781  0.74
C9 0.937 3.000 -3.034  0.39
C10 0.830 1.514 -3.375  -0.54
C11 -0.438 3.664 -3.000  -1.43
C12 1.322 2.907 -0.471  -1.29
N1 0.024 2.444 -0.195  3.32
C13 -0.832 3.373 0.257  -0.06
C14 -0.653 4.784 0.143  -0.86
C15 -1.585 5.706 0.594  -0.73
C16 -2.768 5.307 1.198  -0.68
C17 -2.982 3.935 1.349  -0.63
C18 -2.055 3.029 0.902  -0.68
F1 -2.313 1.717 1.135  -0.11
H1 2.427 1.699 3.770  0.55
H2 3.756 2.528 2.956  0.47
H3 3.037 1.071 2.239  -0.11
H4 0.868 2.261 1.986  -0.08
H5 2.459 4.725 2.860  0.30
H6 1.212 3.911 3.820  0.44
H7 0.772 4.733 2.316  0.28
H8 4.214 3.635 1.197  0.22
H9 5.004 4.067 -1.108  0.32
H10 3.431 3.779 -2.993  0.29
H11 1.500 3.491 -3.839  0.53
H12 0.438 0.983 -2.500  -0.57
H13 1.814 1.099 -3.599  0.36
H14 0.162 1.346 -4.220  0.53
H15 -1.087 3.179 -2.274  -0.24
H16 -0.905 3.585 -3.987  0.56
H17 -0.362 4.722 -2.739  0.39
H18 0.258 5.143 -0.320  0.40
H19 -1.373 6.763 0.462  0.36
H20 -3.496 6.025 1.552  0.34
H21 -3.868 3.544 1.837  0.43
C19 -7.049 -3.364 -1.207  -0.38
C20 -6.246 -4.121 -0.362  -0.66
C21 -4.981 -3.667 -0.014  -0.23
C22 -4.481 -2.461 -0.504  0.19
C23 -5.300 -1.711 -1.344  -0.12
C24 -6.570 -2.157 -1.694  -0.71
As1 -2.677 -1.822 0.130  0.41
C25 -2.242 -0.856 -1.514  -1.55
C26 -2.620 0.460 -1.862  0.16
C27 -2.578 0.856 -3.207  -1.00
C28 -2.131 -0.014 -4.182  -1.19
C29 -1.683 -1.294 -3.841  -0.23
C30 -1.729 -1.717 -2.526  1.59
C31 -1.379 -3.061 -2.041  0.26
C32 -0.699 -4.035 -2.768  -0.62
C33 -0.439 -5.272 -2.197  -0.80
C34 -0.849 -5.544 -0.896  -0.72
C35 -1.514 -4.568 -0.162  -0.56
C36 -1.784 -3.336 -0.731  0.50
H22 -8.037 -3.715 -1.484  0.34
H23 -6.605 -5.068 0.027  0.37
H24 -4.366 -4.268 0.648  0.24
H25 -4.936 -0.773 -1.749  0.30
H26 -7.184 -1.557 -2.357  0.39
H27 -3.066 1.109 -1.118  0.69
H28 -2.888 1.859 -3.476  0.46
H29 -2.105 0.306 -5.218  0.29
H30 -1.314 -1.958 -4.615  0.28
H31 -0.355 -3.821 -3.773  0.35
H32 0.098 -6.025 -2.764  0.35
H33 -0.626 -6.505 -0.446  0.40
H34 -1.789 -4.759 0.868  0.30
S1 2.455 -0.386 -1.136  -0.16
C37 3.552 -1.006 -0.057  -0.17
N2 4.646 -0.283 0.321  -0.17
C38 5.460 -0.648 1.465  -0.44
C39 5.653 -2.154 1.452  -0.93
C40 4.289 -2.818 1.477  -0.37
N3 3.456 -2.278 0.413  0.03
H35 4.559 0.694 0.072  0.18
H36 4.994 -0.338 2.408  0.22
H37 6.419 -0.132 1.380  0.41
H38 6.230 -2.472 2.323  0.40
H39 6.201 -2.441 0.550  0.35
H40 3.830 -2.657 2.453  0.22
H41 4.382 -3.896 1.327  0.40
H42 2.515 -2.643 0.316  0.05
C41 0.843 -3.637 3.044  -1.81
C42 0.060 -2.332 2.731  1.63
O1 -0.115 -2.118 1.436  0.05
C43 -1.299 -2.461 3.507  0.07
F2 -2.057 -3.446 2.967  -0.27
F3 -1.159 -2.815 4.825  -0.34
F4 -2.041 -1.350 3.502  -0.21
C44 0.849 -1.149 3.365  0.31
F5 0.291 0.042 3.156  -0.25
F6 1.050 -1.238 4.717  -0.36
F7 2.093 -1.097 2.826  -0.18
H43 0.225 -4.481 2.736  0.38
H44 1.119 -3.749 4.095  0.35
H45 1.734 -3.636 2.421  0.15

Summary:
Total charge   -2
Maximum force   0.573 eV Å⁻¹
E_LUMO   0.1537 Ha
Spin multiplicity   1
Energy above the lowest of the compared OMol25 structures with the same formula, charge and spin   1.0335 eV
Gap between HOMO and LUMO   5.3520 eV

Record 3
The following is a DFT calculation (ωB97M-V with the def2-TZVPD basis set) of a molecular structure, C44H46AsIrN7O3.

Each line ends with the Löwdin spin population.
CARTESIAN COORDINATES (ANGSTROEM)
Ir1 -1.606 -0.288 1.264  0.04
O1 -3.354 0.021 4.869  0.00
C1 -2.901 -0.404 3.820  0.00
N1 -2.985 0.189 2.619  0.00
C2 -3.540 1.525 2.543  0.00
C3 -3.249 2.093 1.182  0.00
C4 -3.850 3.258 0.731  0.00
C5 -3.653 3.677 -0.572  0.00
C6 -2.885 2.891 -1.422  0.00
C7 -2.310 1.749 -0.914  0.00
N2 -2.439 1.380 0.369  0.00
C8 -2.134 -1.701 3.740  0.00
C9 -2.214 -2.611 4.772  0.00
C10 -1.556 -3.825 4.649  0.00
C11 -0.842 -4.075 3.488  0.00
C12 -0.784 -3.103 2.508  0.00
N3 -1.404 -1.924 2.624  0.00
H1 -3.138 2.171 3.332  0.00
H2 -4.624 1.510 2.695  0.00
H3 -4.491 3.811 1.404  0.00
H4 -4.117 4.586 -0.930  0.00
H5 -2.732 3.144 -2.462  0.00
H6 -1.738 1.090 -1.544  0.00
H7 -2.803 -2.344 5.638  0.00
H8 -1.605 -4.563 5.438  0.00
H9 -0.320 -5.009 3.334  0.00
H10 -0.199 -3.268 1.616  0.00
N4 0.961 1.907 5.546  0.00
C13 0.600 2.344 4.206  0.00
C14 0.035 1.147 3.459  0.00
O2 -0.484 1.260 2.346  0.00
O3 0.165 0.005 4.059  0.00
H11 1.887 2.203 5.825  0.00
H12 0.627 0.243 4.933  0.00
H13 0.303 2.225 6.247  0.00
H14 1.470 2.689 3.644  0.00
H15 -0.137 3.147 4.175  0.00
N5 -7.379 -1.413 -0.917  0.00
C15 -6.283 -1.737 -0.811  0.00
C16 -4.901 -2.107 -0.686  0.00
C17 -4.388 -3.256 -1.278  0.00
C18 -3.040 -3.525 -1.117  0.00
C19 -2.256 -2.653 -0.390  0.00
N6 -2.755 -1.546 0.187  0.00
C20 -4.061 -1.286 0.050  0.00
H16 -5.031 -3.913 -1.846  0.00
H17 -2.587 -4.402 -1.556  0.00
H18 -1.190 -2.811 -0.285  0.00
H19 -4.450 -0.413 0.553  0.00
C21 -0.739 2.439 -6.707  0.00
C22 -0.365 2.007 -5.319  0.01
C23 0.330 2.846 -4.461  0.00
C24 0.678 2.459 -3.170  0.01
C25 1.414 3.446 -2.299  0.02
C26 0.336 1.167 -2.738  0.07
As1 0.876 0.865 -0.882  0.24
N7 0.067 -0.599 -0.035  0.39
C27 1.026 -1.573 0.343  0.03
C28 1.546 -1.615 1.640  0.03
C29 2.505 -2.554 1.982  0.00
C30 2.928 -3.493 1.051  0.03
C31 2.386 -3.487 -0.228  0.00
C32 1.454 -2.527 -0.584  0.03
C33 2.789 0.549 -0.871  0.02
C34 3.444 1.045 0.270  0.00
C35 2.730 1.747 1.401  0.01
C36 4.822 0.902 0.377  0.00
C37 5.574 0.302 -0.622  0.00
C38 7.064 0.161 -0.504  0.00
C39 4.909 -0.149 -1.757  0.00
C40 3.535 -0.033 -1.915  0.01
C41 2.952 -0.537 -3.209  0.00
C42 -0.372 0.300 -3.581  0.02
C43 -0.742 -1.109 -3.204  0.00
C44 -0.710 0.741 -4.853  0.00
H20 -0.407 3.455 -6.911  0.00
H21 -1.820 2.397 -6.850  0.00
H22 -0.289 1.779 -7.450  0.00
H23 0.609 3.838 -4.799  0.00
H24 1.608 4.365 -2.848  0.00
H25 2.379 3.057 -1.965  0.00
H26 0.834 3.711 -1.410  0.01
H27 1.190 -0.906 2.375  0.00
H28 2.917 -2.558 2.982  0.00
H29 3.671 -4.231 1.322  0.00
H30 2.701 -4.223 -0.956  0.00
H31 1.041 -2.512 -1.583  0.00
H32 1.960 2.435 1.046  0.01
H33 3.446 2.320 1.987  0.00
H34 2.252 1.025 2.072  0.00
H35 5.323 1.283 1.259  0.00
H36 7.423 0.511 0.461  0.00
H37 7.566 0.736 -1.283  0.00
H38 7.365 -0.880 -0.627  0.00
H39 5.484 -0.606 -2.555  0.00
H40 3.663 -1.199 -3.700  0.00
H41 2.735 0.282 -3.896  0.00
H42 2.025 -1.086 -3.067  0.00
H43 -0.935 -1.212 -2.139  0.00
H44 0.065 -1.803 -3.459  0.00
H45 -1.625 -1.433 -3.756  0.00
H46 -1.251 0.067 -5.509  0.00

Summary:
<S²>   0.76
Total charge   +2
Maximum force   0.713 eV Å⁻¹
E_LUMO (spin up / spin down)   -0.1933 / -0.2587 Ha
Spin multiplicity   2
Energy above the lowest of the compared OMol25 structures with the same formula, charge and spin   0.0000 eV
Gap between HOMO and LUMO (spin up / spin down)   7.6577 / 6.0312 eV